No. 1
Entry from the OMol25 dataset: 7 unconnected molecules or ions with the total composition C28H42Br2O21S at a distorted geometry (ωB97M-V/def2-TZVPD).

Cartesian coordinates (Å):
C (0.750, 0.975, -0.747)
O (0.642, -0.325, -1.408)
S (-0.197, -1.351, -0.560)
O (-0.036, -2.610, -1.217)
O (-1.801, -0.883, -0.856)
C (-2.165, -0.178, -1.970)
Br (-1.705, -0.934, -3.629)
C (-2.866, 0.950, -1.815)
C (-3.216, 1.482, -0.474)
Br (-3.496, 1.946, -3.274)
H (-0.050, 1.134, -0.050)
H (0.700, 1.714, -1.521)
H (1.716, 1.025, -0.275)
H (-3.852, 2.345, -0.563)
H (-3.763, 0.729, 0.071)
H (-2.327, 1.741, 0.080)
C (1.651, -0.965, -5.598)
C (2.429, 0.327, -5.558)
C (3.897, 0.212, -5.189)
O (4.159, 1.491, -4.582)
C (2.998, 1.953, -4.081)
O (2.885, 2.894, -3.360)
O (1.964, 1.202, -4.506)
H (0.634, -0.778, -5.939)
H (2.122, -1.667, -6.286)
H (1.585, -1.418, -4.609)
H (2.313, 0.867, -6.502)
H (4.554, 0.064, -6.040)
H (4.073, -0.569, -4.447)
C (0.068, -4.500, 1.076)
C (1.093, -5.027, 2.041)
C (2.223, -5.820, 1.418)
O (2.593, -6.708, 2.490)
C (1.510, -6.885, 3.278)
O (1.433, -7.696, 4.147)
O (0.537, -6.019, 2.943)
H (-0.665, -3.886, 1.601)
H (0.517, -3.886, 0.304)
H (-0.479, -5.319, 0.607)
H (1.487, -4.218, 2.650)
H (3.073, -5.212, 1.126)
H (1.889, -6.418, 0.567)
C (0.278, -2.778, 8.120)
C (0.360, -3.257, 6.695)
C (1.441, -4.278, 6.412)
O (1.745, -4.023, 5.031)
C (1.446, -2.729, 4.775)
O (1.744, -2.153, 3.777)
O (0.758, -2.191, 5.801)
H (-0.567, -2.104, 8.255)
H (0.155, -3.625, 8.794)
H (1.182, -2.233, 8.390)
H (-0.611, -3.624, 6.356)
H (1.119, -5.308, 6.536)
H (2.342, -4.101, 7.004)
C (3.061, 5.163, -1.155)
C (3.700, 6.523, -1.128)
C (5.129, 6.572, -0.629)
O (5.211, 7.893, -0.064)
C (3.968, 8.261, 0.319)
O (3.715, 9.210, 0.989)
O (3.055, 7.393, -0.164)
H (2.067, 5.210, -1.589)
H (3.648, 4.464, -1.745)
H (2.956, 4.780, -0.141)
H (3.622, 7.004, -2.106)
H (5.871, 6.451, -1.412)
H (5.311, 5.844, 0.165)
C (-1.063, 5.958, 4.238)
C (-1.173, 5.764, 2.749)
C (-2.522, 5.288, 2.243)
O (-2.159, 4.560, 1.055)
C (-0.897, 4.118, 1.216)
O (-0.347, 3.342, 0.497)
O (-0.327, 4.683, 2.292)
H (-0.089, 6.366, 4.501)
H (-1.832, 6.648, 4.584)
H (-1.176, 5.004, 4.754)
H (-0.860, 6.668, 2.223)
H (-3.207, 6.093, 1.994)
H (-3.004, 4.599, 2.940)
C (-4.716, -3.937, -2.557)
C (-5.852, -3.843, -3.540)
C (-5.874, -4.911, -4.615)
O (-6.521, -4.234, -5.701)
C (-6.292, -2.905, -5.562)
O (-6.528, -2.088, -6.389)
O (-5.754, -2.652, -4.347)
H (-4.814, -3.180, -1.780)
H (-4.699, -4.917, -2.080)
H (-3.763, -3.765, -3.055)
H (-6.812, -3.808, -3.017)
H (-6.434, -5.800, -4.339)
H (-4.867, -5.195, -4.930)

The highest occupied orbital energy is -8.7 eV. The value obtained for the LUMO energy is 0.41 eV. The value obtained for the total energy is -223635.263 eV. As for the gap between HOMO and LUMO: 9.073 eV. The spin multiplicity is 1.

---

No. 2
Entry from the OMol25 dataset: 2 unconnected molecules or ions with the total composition C6H7N2 at a distorted geometry (ωB97M-V/def2-TZVPD).

Cartesian coordinates (Å):
C (-2.300, -0.035, -0.149)
C (-1.813, 1.031, 0.513)
C (-1.364, -0.935, -0.762)
C (-0.465, 1.150, 0.659)
C (2.576, -1.043, 0.034)
C (2.536, 0.211, -0.144)
N (-0.100, -0.604, -0.701)
N (0.349, 0.431, -0.074)
H (-3.395, -0.152, -0.347)
H (-2.414, 1.810, 0.926)
H (-1.864, -1.709, -1.345)
H (-0.071, 1.930, 1.159)
H (3.530, -1.499, 0.031)
H (1.678, -1.667, 0.194)
H (3.117, 1.081, 0.006)

The highest occupied orbital energy is -14.6 eV. The net charge is +1. The value obtained for the LUMO energy is -5.06 eV. The value obtained for the total energy is -9304.196 eV. The energy above the lowest of the compared OMol25 structures with the same formula, charge and spin is 380.2 kJ/mol. As for the gap between HOMO and LUMO: 9.539 eV. The spin multiplicity is 1.

---

No. 3
Entry from the OMol25 dataset: 2 unconnected molecules or ions with the total composition C4H12 at a distorted geometry (ωB97M-V/def2-TZVPD).

Cartesian coordinates (Å):
C (-1.865, 1.064, 0.350)
C (-2.219, 2.555, 0.231)
H (-1.496, 0.785, 1.328)
H (-2.799, 0.485, 0.349)
H (-1.324, 0.768, -0.542)
H (-3.294, 2.709, 0.374)
H (-1.537, 3.201, 0.771)
H (-2.248, 2.897, -0.813)
C (1.862, -2.328, 0.291)
C (2.350, -1.317, -0.776)
H (0.977, -2.777, -0.159)
H (2.674, -3.003, 0.535)
H (1.430, -1.825, 1.157)
H (3.016, -1.760, -1.508)
H (2.990, -0.559, -0.314)
H (1.483, -0.896, -1.275)

The highest occupied orbital energy is -11.5 eV. The value obtained for the LUMO energy is 1.09 eV. The value obtained for the total energy is -4341.928 eV. The energy above the lowest of the compared OMol25 structures with the same formula, charge and spin is 58.0 kJ/mol. As for the gap between HOMO and LUMO: 12.596 eV. The spin multiplicity is 1. As for the structure (SMILES): CC.CC.

---

No. 4
Entry from the OMol25 dataset: 2 unconnected molecules or ions with the total composition C5H12N2O at a distorted geometry (ωB97M-V/def2-TZVPD).

Cartesian coordinates (Å):
C (-0.507, 3.698, -0.230)
C (0.027, -3.862, 1.827)
C (-0.366, 2.425, -2.457)
C (2.387, -3.354, 1.073)
N (-0.525, 2.437, -1.021)
C (-1.670, 2.802, -0.350)
O (0.869, -2.830, 1.411)
N (-2.914, 2.775, -0.517)
H (-3.407, 3.577, -0.132)
H (0.094, 3.728, 0.667)
H (-0.526, 4.638, -0.779)
H (0.064, -4.003, 2.916)
H (-0.964, -3.663, 1.403)
H (0.290, -4.868, 1.459)
H (-1.330, 2.374, -2.967)
H (0.131, 3.305, -2.879)
H (3.204, -2.765, 0.668)
H (2.656, -3.655, 2.086)
H (2.266, -4.312, 0.565)
H (0.221, 1.552, -2.743)

The highest occupied orbital energy is -8.9 eV. The value obtained for the LUMO energy is 1.00 eV. The value obtained for the total energy is -10402.878 eV. The energy above the lowest of the compared OMol25 structures with the same formula, charge and spin is 535.1 kJ/mol. As for the gap between HOMO and LUMO: 9.924 eV. The spin multiplicity is 1. As for the structure (SMILES): [H]/N=C1\CN1C.COC.

---

No. 5
Entry from the OMol25 dataset: a molecular structure, C43H33BCaCl2N5O4P (ωB97M-V/def2-TZVPD).

Cartesian coordinates (Å):
Ca (-0.550, 0.955, 0.577)
O (-1.820, -0.814, 1.200)
C (-2.913, -1.064, 1.818)
C (-3.509, -2.355, 1.737)
C (-4.699, -2.660, 2.360)
C (-5.372, -1.704, 3.126)
C (-4.797, -0.453, 3.256)
C (-3.595, -0.103, 2.636)
C (-3.060, 1.220, 2.932)
N (-1.997, 1.732, 2.443)
N (-1.659, 2.970, 2.979)
C (-0.453, 3.325, 2.592)
O (0.347, 2.681, 1.848)
C (0.019, 4.653, 3.124)
C (-0.775, 5.453, 3.942)
C (-0.299, 6.668, 4.412)
C (0.978, 7.099, 4.071)
C (1.773, 6.307, 3.255)
C (1.295, 5.091, 2.784)
H (-2.978, -3.099, 1.153)
H (-5.114, -3.658, 2.256)
H (-6.309, -1.939, 3.615)
H (-5.287, 0.300, 3.867)
H (-3.608, 1.806, 3.678)
H (-1.766, 5.100, 4.195)
H (-0.927, 7.285, 5.046)
H (1.349, 8.050, 4.437)
H (2.768, 6.637, 2.980)
H (1.891, 4.457, 2.140)
O (-3.685, 0.037, -1.664)
N (-2.694, -0.880, -1.900)
C (-3.074, -2.059, -1.634)
C (-2.177, -3.206, -1.803)
C (-2.792, -4.456, -1.894)
C (-2.060, -5.613, -2.088)
C (-0.680, -5.527, -2.194)
C (-0.057, -4.294, -2.080)
C (-0.773, -3.113, -1.870)
P (0.087, -1.491, -1.613)
C (1.799, -2.077, -1.294)
C (2.019, -2.890, -0.178)
C (3.302, -3.233, 0.213)
C (4.398, -2.743, -0.490)
C (4.192, -1.925, -1.589)
C (2.902, -1.601, -1.994)
C (0.217, -0.887, -3.342)
C (0.278, 0.490, -3.537)
C (0.347, 1.017, -4.821)
C (0.366, 0.171, -5.919)
C (0.316, -1.206, -5.733)
C (0.239, -1.730, -4.451)
H (-3.216, 0.887, -1.678)
H (-4.083, -2.239, -1.266)
H (-3.872, -4.506, -1.810)
H (-2.561, -6.571, -2.157)
H (-0.083, -6.417, -2.356)
H (1.022, -4.248, -2.147)
H (1.170, -3.239, 0.401)
H (3.450, -3.852, 1.090)
H (5.404, -2.974, -0.162)
H (5.038, -1.512, -2.125)
H (2.758, -0.938, -2.839)
H (0.273, 1.155, -2.685)
H (0.359, 2.091, -4.950)
H (0.409, 0.582, -6.921)
H (0.326, -1.872, -6.588)
H (0.183, -2.804, -4.316)
Cl (3.996, 2.212, -1.906)
C (3.861, 1.328, -0.410)
C (5.029, 1.016, 0.285)
C (4.991, 0.275, 1.434)
Cl (6.492, -0.125, 2.252)
C (3.759, -0.190, 1.946)
C (3.613, -0.984, 3.104)
C (2.371, -1.400, 3.494)
C (1.253, -1.017, 2.731)
N (1.361, -0.279, 1.655)
C (2.578, 0.139, 1.242)
C (2.582, 0.919, 0.004)
O (1.509, 1.147, -0.622)
H (5.979, 1.358, -0.107)
H (4.495, -1.260, 3.668)
H (2.236, -2.011, 4.377)
H (0.246, -1.319, 3.003)
B (-2.553, 3.580, -3.479)
C (-2.078, 2.827, -2.165)
N (-1.716, 2.262, -1.221)
H (-3.270, 2.815, -4.097)
H (-3.157, 4.579, -3.143)
H (-1.556, 3.858, -4.119)

The highest occupied orbital energy is -2.3 eV. The net charge is -2. The value obtained for the LUMO energy is 3.95 eV. The value obtained for the total energy is -114222.653 eV. The energy above the lowest of the compared OMol25 structures with the same formula, charge and spin is 0.0 kJ/mol. As for the gap between HOMO and LUMO: 6.218 eV. The spin multiplicity is 1.

---

No. 6
Entry from the OMol25 dataset: C6H9N in the gas phase (ωB97M-V/def2-TZVPD).

Cartesian coordinates (Å):
C (1.810, 1.312, 0.040)
C (0.799, 0.500, -0.677)
C (-0.427, 0.172, -0.131)
C (-1.170, 1.506, -0.369)
C (-1.094, -0.930, 0.300)
C (-0.520, -2.261, 0.300)
N (0.710, -2.486, 0.019)
H (2.140, 2.156, -0.581)
H (2.683, 0.650, 0.103)
H (1.563, 1.669, 1.050)
H (-1.769, 1.419, -1.278)
H (-0.519, 2.381, -0.484)
H (-1.807, 1.675, 0.501)
H (-2.143, -0.826, 0.565)
H (-1.235, -3.069, 0.520)
H (0.881, -3.493, -0.001)

The highest occupied orbital energy is -7.7 eV. The value obtained for the LUMO energy is 0.17 eV. The value obtained for the total energy is -7853.742 eV. The energy above the lowest of the compared OMol25 structures with the same formula, charge and spin is 426.3 kJ/mol. As for the gap between HOMO and LUMO: 7.854 eV. The spin multiplicity is 1.